i | DFT (wB97M-V/def2-TZVPD) results for a cluster of 15 separate species, H30O15 in total.

Properties
- Molar mass: 270.23 u
- Charge: 0
- Orbital gap: 9.19 eV

```
45
Properties=species:S:1:pos:R:3:mulliken_charge:R:1
O 9.11 -13.95 12.33 -0.718
O 6.06 -15.18 13.20 -0.614
O 10.15 -18.32 9.86 -0.692
O 11.05 -15.29 10.15 -0.659
O 8.15 -15.10 10.14 -0.705
O 12.51 -17.68 8.54 -0.593
O 9.70 -20.16 12.12 -0.562
O 12.91 -16.76 11.66 -0.584
O 8.85 -15.75 14.58 -0.653
O 12.52 -19.52 11.16 -0.622
O 8.26 -18.34 15.00 -0.590
O 7.06 -17.63 12.12 -0.671
O 7.67 -17.41 9.09 -0.709
O 9.79 -17.03 12.21 -0.091
O 11.03 -18.56 13.99 -0.765
H 10.08 -19.75 12.86 0.393
H 7.83 -16.59 9.61 0.486
H 8.36 -17.42 14.79 0.286
H 11.64 -17.62 8.92 0.319
H 8.60 -14.35 11.60 0.370
H 6.87 -18.42 11.62 0.243
H 12.53 -16.20 10.97 0.216
H 8.84 -15.46 13.64 0.297
H 6.24 -15.92 12.63 0.353
H 9.84 -19.09 10.39 0.252
H 13.82 -16.60 11.60 0.264
H 8.88 -17.21 12.05 0.329
H 13.05 -17.03 8.98 0.309
H 10.40 -15.41 10.88 0.392
H 10.59 -18.00 13.29 0.401
H 6.81 -17.90 13.03 0.273
H 10.04 -21.03 12.16 0.261
H 12.01 -19.86 10.43 0.349
H 8.84 -15.01 9.49 0.335
H 8.46 -13.46 12.88 0.335
H 7.72 -18.17 15.78 0.331
H 11.15 -14.33 9.99 0.292
H 9.33 -17.95 9.49 0.318
H 10.43 -18.48 14.71 0.324
H 8.28 -15.16 15.13 0.281
H 7.66 -17.16 8.18 0.278
H 12.16 -18.69 11.24 0.299
H 5.74 -15.65 13.98 0.287
H 7.51 -14.49 9.90 0.248
H 10.17 -17.42 11.45 0.109
```

ii | DFT (wB97M-V/def2-TZVPD) results for a cluster of 15 separate species, H30O15 in total.

Properties
- Molar mass: 270.23 u
- Charge: 0
- Orbital gap: 9.62 eV

```
45
Properties=species:S:1:pos:R:3:mulliken_charge:R:1
O -2.23 1.33 -2.08 -0.637
O 2.38 3.27 0.52 -0.627
O 1.08 1.08 1.91 -0.572
O -2.09 -3.83 -0.53 -0.656
O 0.16 2.82 -1.73 -0.745
O -0.44 0.09 -0.25 0.634
O 0.19 -1.44 -2.41 -0.639
O 2.00 -1.55 1.96 -0.751
O -2.22 0.41 2.19 -0.625
O -3.21 -0.93 0.01 -0.704
O 2.76 2.08 -1.85 -0.788
O 1.02 -3.50 -0.62 -0.628
O -0.67 -2.23 1.28 -0.592
O 2.22 -0.31 -0.53 -0.669
O -1.56 2.84 0.54 -0.725
H -2.94 0.75 2.66 0.286
H -1.71 0.98 -1.37 0.141
H 1.08 -2.86 -1.31 0.334
H -1.19 -2.49 2.04 0.225
H 1.48 0.24 2.13 0.259
H -3.90 -0.22 -0.01 0.289
H -0.70 -0.57 0.42 0.097
H 0.10 -0.87 -1.67 0.329
H 2.48 1.23 -1.52 0.468
H 0.54 1.34 2.64 0.267
H 2.31 -1.43 1.09 0.307
H 0.15 -1.82 1.62 0.187
H 2.63 2.66 -1.10 0.478
H -0.27 2.28 -2.40 0.284
H 0.40 -0.95 -3.20 0.299
H -1.74 -4.60 -0.08 0.297
H 0.45 0.25 -0.01 -0.132
H -1.69 -3.05 -0.12 0.344
H -1.63 1.98 1.04 0.383
H -2.66 -0.05 1.47 0.278
H 1.86 2.64 1.00 0.318
H -0.91 2.61 -0.14 0.400
H -3.01 1.72 -1.59 0.391
H 2.62 3.95 1.12 0.297
H 2.91 0.00 0.12 0.351
H 2.63 -0.66 -1.32 0.279
H 1.04 2.42 -1.72 0.316
H 0.60 -3.11 0.15 0.347
H 2.74 -1.48 2.55 0.310
H -3.05 -1.04 -0.91 0.293
```

iii | DFT (wB97M-V/def2-TZVPD) results for a cluster of 15 separate species, H30O15 in total.

Properties
- Molar mass: 270.23 u
- Charge: 0
- Orbital gap: 9.10 eV

```
45
Properties=species:S:1:pos:R:3:mulliken_charge:R:1
O -3.13 -9.51 2.43 -0.600
O -0.50 -13.40 6.63 -0.633
O -0.30 -14.54 4.15 -0.704
O -3.90 -12.00 3.17 -0.477
O -4.24 -12.22 6.85 -0.767
O -1.86 -11.61 4.93 0.179
O -3.42 -14.20 5.27 -0.574
O 0.75 -10.86 7.57 -0.612
O -4.69 -9.86 5.84 -0.663
O -2.18 -11.09 8.09 -0.581
O -1.26 -9.06 5.76 -0.905
O 1.11 -12.19 4.55 -0.655
O -6.37 -12.44 4.70 -0.650
O -0.90 -11.85 2.18 -0.605
O -3.18 -7.87 4.37 -0.809
H -3.55 -11.95 7.43 0.424
H -1.13 -11.88 3.08 0.365
H 0.22 -13.76 3.89 0.459
H -3.74 -12.53 2.38 0.245
H -5.42 -12.38 4.63 0.205
H -3.58 -11.13 2.94 0.265
H -5.23 -9.84 5.03 0.371
H -1.53 -8.44 6.50 0.334
H -3.86 -12.92 6.31 0.394
H -3.22 -8.70 3.01 0.416
H -2.80 -14.89 5.40 0.232
H -2.44 -8.26 4.89 0.490
H -4.67 -10.76 6.12 0.290
H -0.78 -14.30 4.98 0.261
H 0.24 -12.20 5.00 0.127
H 0.44 -9.90 7.74 0.303
H -3.96 -8.17 4.80 0.347
H 0.03 -11.18 7.05 0.356
H -6.65 -11.73 5.28 0.328
H -3.66 -9.31 1.70 0.254
H -0.40 -8.72 5.40 0.319
H -1.71 -11.25 8.89 0.291
H -0.38 -13.91 7.38 0.248
H 1.21 -11.43 4.03 0.304
H -1.35 -13.03 6.67 0.226
H -2.58 -11.55 4.28 0.112
H -1.76 -12.02 1.73 0.298
H -1.70 -10.72 5.28 0.319
H -4.23 -14.54 4.87 0.229
H -2.37 -10.14 8.07 0.244
```

Most stable: i. Least stable: iii.

i | DFT (wB97M-V/def2-TZVPD) results for a cluster of 15 separate species, H30O15 in total.

Properties
- Molar mass: 270.23 u
- Charge: 0
- Orbital gap: 8.68 eV

```
45
Properties=species:S:1:pos:R:3:mulliken_charge:R:1
O -21.50 -39.13 -46.90 -0.569
O -22.48 -41.69 -48.40 -0.695
O -21.28 -35.45 -47.24 -0.732
O -24.50 -37.09 -52.54 -0.669
O -24.74 -40.50 -49.20 -0.879
O -24.22 -35.77 -46.52 -0.642
O -21.43 -37.07 -44.77 -0.704
O -26.22 -37.41 -46.60 -0.738
O -25.05 -39.27 -45.12 -0.624
O -24.23 -36.25 -49.71 -0.427
O -26.94 -36.91 -49.07 -0.714
O -21.08 -36.79 -49.18 -0.651
O -27.20 -39.51 -48.50 -0.675
O -23.92 -38.47 -48.41 -0.413
O -23.67 -41.31 -46.28 -0.642
H -24.80 -35.03 -46.71 0.282
H -27.74 -39.86 -49.15 0.249
H -21.04 -35.98 -46.45 0.396
H -24.27 -36.70 -51.71 0.363
H -23.36 -41.23 -47.10 0.199
H -23.36 -35.53 -46.85 0.269
H -26.17 -36.71 -49.47 0.381
H -21.35 -39.99 -46.44 0.269
H -22.71 -42.64 -48.29 0.347
H -23.26 -38.32 -47.68 0.129
H -21.66 -37.75 -45.51 0.421
H -26.42 -39.97 -48.46 0.333
H -26.60 -37.30 -47.47 0.290
H -26.69 -37.80 -48.74 0.370
H -24.61 -39.81 -45.76 0.291
H -24.38 -41.87 -46.44 0.345
H -20.91 -39.07 -47.72 0.226
H -23.36 -41.39 -48.64 0.458
H -21.33 -36.08 -47.84 0.340
H -24.61 -40.36 -50.28 0.317
H -24.72 -35.38 -49.61 0.277
H -21.04 -37.84 -49.20 0.264
H -20.62 -37.34 -44.18 0.285
H -24.49 -39.68 -48.77 0.710
H -23.60 -37.60 -49.01 0.195
H -25.02 -36.56 -53.26 0.313
H -25.52 -38.76 -45.61 0.387
H -23.41 -35.92 -49.54 0.194
H -20.68 -36.41 -50.08 0.312
H -25.51 -36.83 -46.52 0.559
```

ii | DFT (wB97M-V/def2-TZVPD) results for a cluster of 15 separate species, H30O15 in total.

Properties
- Molar mass: 270.23 u
- Charge: 0
- Orbital gap: 8.90 eV

```
45
Properties=species:S:1:pos:R:3:mulliken_charge:R:1
O -2.47 1.25 -0.89 -0.796
O 0.47 -1.34 4.34 -0.656
O -0.54 -2.78 -2.52 -0.569
O -1.56 1.92 1.61 -0.648
O -2.54 -1.99 -0.27 -0.646
O 1.74 1.78 -2.85 -0.723
O -0.21 -2.74 1.51 -0.678
O 2.39 -1.96 1.11 -0.668
O 2.56 0.40 -0.81 -0.519
O -2.23 -1.22 2.68 -0.602
O 1.84 2.60 1.01 -0.730
O 0.01 3.09 -0.84 -0.668
O -0.12 -0.30 -0.42 0.625
O 0.58 0.44 2.17 -0.525
O 0.15 -0.27 -3.57 -0.661
H -0.03 -0.32 0.53 0.049
H -2.87 0.43 -0.56 0.332
H 2.66 -1.07 1.32 0.295
H 0.45 3.93 -0.91 0.296
H -2.88 -2.34 -1.10 0.324
H 2.64 2.57 0.43 0.291
H -0.66 -3.12 0.78 0.252
H -1.71 -1.72 2.04 0.303
H 3.45 0.09 -0.91 0.284
H -0.83 -2.94 -3.44 0.307
H 2.04 2.45 -3.46 0.301
H 1.12 1.10 1.73 0.300
H -1.74 -1.51 -0.49 0.201
H 0.25 -3.52 1.82 0.287
H -2.86 -0.68 2.21 0.303
H 2.47 0.89 -1.62 0.287
H -0.27 -1.89 -2.66 0.359
H -2.18 1.96 2.33 0.235
H 0.57 -0.70 -4.30 0.300
H 1.43 -2.04 1.04 0.382
H -0.92 3.12 -0.66 0.213
H 0.63 0.18 -0.65 -0.253
H 1.02 2.67 0.49 0.460
H 1.13 2.29 -2.38 0.236
H -0.32 -1.90 4.42 0.307
H -2.07 1.89 0.78 0.346
H 0.48 -1.04 3.37 0.330
H -1.52 1.01 -1.07 0.362
H 0.69 0.49 -3.41 0.357
H -0.26 0.84 2.07 0.419
```

iii | DFT (wB97M-V/def2-TZVPD) results for a cluster of 15 separate species, H30O15 in total.

Properties
- Molar mass: 270.22 u
- Charge: 0
- Orbital gap: 9.60 eV

```
45
Properties=species:S:1:pos:R:3:mulliken_charge:R:1
O -2.60 2.77 0.95 -0.589
O 2.41 -0.57 0.47 -0.550
O 0.92 -2.19 -4.42 -0.619
O -1.24 -0.32 -3.75 -0.579
O -0.01 0.78 -0.74 -0.360
O -1.08 -3.04 -0.75 -0.510
O -1.57 -1.57 3.35 -0.606
O 1.42 5.55 -0.92 -0.558
O 1.07 -4.10 -2.50 -0.628
O 0.54 2.90 -0.76 -0.568
O 1.61 2.39 3.75 -0.611
O -4.13 0.45 1.47 -0.578
O 2.25 -3.97 1.44 -0.572
O 3.67 0.89 3.10 -0.628
O -3.60 0.20 -0.75 -0.499
H -3.42 -0.54 -1.33 0.257
H -3.16 2.66 0.14 0.305
H -1.76 -3.27 -0.16 0.253
H 3.14 0.47 3.83 0.327
H 3.08 0.85 2.26 0.286
H 1.59 -2.81 -4.68 0.295
H -0.70 -2.29 -0.24 0.262
H 3.10 -0.39 1.15 0.284
H -1.71 -1.00 -4.25 0.300
H -2.19 -1.57 2.70 0.287
H 0.72 -3.15 -2.59 0.325
H 2.13 -4.63 2.14 0.309
H -3.42 -0.19 1.62 0.245
H 1.66 -0.73 0.89 0.227
H 2.39 2.94 3.72 0.346
H -1.77 3.00 0.53 0.303
H -1.58 -2.43 3.88 0.329
H -3.05 0.89 -1.13 0.264
H 1.68 4.83 -1.55 0.289
H 0.29 -4.59 -2.69 0.297
H 2.14 6.16 -0.97 0.289
H 1.42 -1.39 -4.22 0.326
H 0.35 0.53 0.05 0.250
H 0.00 0.02 -1.35 0.186
H 1.80 1.88 4.51 0.266
H -0.47 -0.23 -4.44 0.280
H -3.91 1.12 2.06 0.278
H 2.23 -3.12 1.73 0.278
H 0.82 2.78 0.13 0.257
H 1.34 2.80 -1.38 0.258
```

iv | DFT (wB97M-V/def2-TZVPD) results for a structure of composition H30O15.

Properties
- Molar mass: 270.23 u
- Charge: 0
- Orbital gap: 9.86 eV

```
45
Properties=species:S:1:pos:R:3:mulliken_charge:R:1
O 2.26 2.72 31.91 -0.571
O 0.70 0.48 28.43 -0.470
O 1.82 -2.09 30.55 -0.737
O 3.92 2.88 28.29 -0.726
O 4.44 -0.28 32.93 -0.467
O 4.56 -2.90 30.47 -0.684
O 1.52 0.23 34.15 -0.639
O 0.58 0.24 31.72 -0.824
O 4.89 1.68 31.08 -0.605
O -0.72 -0.89 28.63 -0.788
O 2.61 -0.05 30.19 0.094
O 7.14 0.68 29.92 -0.717
O 5.45 -1.00 28.86 -0.707
O -0.02 2.67 29.95 -0.747
O 3.59 0.51 27.50 -0.551
H 1.01 0.42 33.30 0.443
H 0.19 3.53 29.44 0.343
H 4.13 2.60 29.30 0.325
H 4.72 -3.88 30.64 0.276
H 6.18 1.07 29.99 0.419
H 4.04 1.96 31.38 0.181
H 6.97 -0.10 29.40 0.361
H 3.71 2.00 27.80 0.463
H 2.53 3.70 32.03 0.303
H 5.47 1.60 31.77 0.303
H 4.08 0.00 28.10 0.131
H 0.23 1.96 29.39 0.359
H 5.06 -0.60 33.62 0.256
H 3.54 -0.12 26.92 0.321
H -0.01 -0.36 28.84 0.349
H 1.93 -1.14 30.26 0.412
H 3.50 0.06 30.51 0.135
H 1.16 -0.63 34.53 0.273
H 2.10 0.27 30.98 0.355
H 0.60 0.94 27.56 0.293
H 4.20 0.53 33.02 0.201
H -0.18 -0.21 31.52 0.370
H 1.43 0.53 28.82 0.469
H 5.36 -1.37 27.97 0.262
H 3.75 -2.64 30.78 0.321
H 0.53 0.99 31.12 -0.018
H 1.40 -2.13 31.33 0.196
H -0.06 -1.51 28.22 0.323
H 5.16 -1.49 29.52 0.392
H 1.48 2.94 31.30 0.323
```

Most stable: ii. Least stable: iv.

i | DFT (wB97M-V/def2-TZVPD) results for a structure of composition C7H7N.

Properties
- Molar mass: 105.14 u
- Charge: 0
- Orbital gap: 9.05 eV

```
15
Properties=species:S:1:pos:R:3:mulliken_charge:R:1
N 0.51 1.42 -1.21 -0.583
C -1.08 1.18 0.30 -0.400
C 0.34 -0.61 -0.06 -0.025
C 0.06 -1.95 0.26 -0.538
C -0.54 0.34 -0.87 -0.271
C -0.35 -3.07 0.48 0.001
C 0.42 1.59 0.31 0.083
C 1.00 0.29 0.81 -0.869
H -0.67 -4.01 0.81 0.469
H 0.00 2.19 -1.61 0.268
H 1.50 0.08 1.73 0.409
H -1.40 0.69 1.23 0.305
H -1.77 2.00 -0.04 0.246
H -1.00 -0.15 -1.75 0.469
H 0.73 2.61 0.63 0.436
```

ii | DFT (wB97M-V/def2-TZVPD) results for a cluster of 2 separate species, C7H7N in total.

Properties
- Molar mass: 105.14 u
- Charge: 0
- SMILES string: c1ccncc1.C#C
- Orbital gap: 10.28 eV

```
15
Properties=species:S:1:pos:R:3:mulliken_charge:R:1
N 1.20 -1.50 0.07 -0.550
C 2.49 0.60 -0.28 -0.217
C 0.21 0.68 0.47 -0.360
C -4.47 0.04 -0.15 -0.008
C 0.18 -0.69 0.38 0.002
C -3.26 0.14 -0.31 -0.387
C 1.36 1.40 0.02 -0.302
C 2.30 -0.76 -0.23 -0.277
H 3.30 1.37 -0.54 0.250
H -0.85 -1.21 0.53 0.297
H -2.18 -0.19 -0.45 0.055
H 1.35 2.48 -0.10 0.378
H -5.56 -0.33 0.13 0.295
H -0.42 1.15 1.17 0.439
H 3.14 -1.29 -0.57 0.383
```

Most stable: ii. Least stable: i.